No. 1
C21H30N4OPtS2Te as an isolated structure, computed with ωB97M-V with the def2-TZVPD basis set.

```
! RIJCOSX wB97M-V def2-TZVPD def2/J DEFGRID3
* xyz 0 1
Pt -0.45568 0.90173 1.46243
C 0.88579 -5.21626 3.35371
C 0.83281 -3.70358 3.23921
N 0.03440 -3.32304 2.08779
C -0.21592 -2.03445 1.74440
S 0.17201 -0.78662 2.88009
N -0.71308 -1.84642 0.54431
N -0.94410 -0.53880 0.25058
C -1.36579 -0.20989 -0.94320
C -1.57639 -1.19490 -2.04093
C -1.56310 1.20932 -1.13609
C -1.98832 1.77816 -2.33960
C -2.13213 3.14397 -2.42946
C -1.82594 3.93730 -1.32276
C -1.38337 3.32714 -0.17372
N -1.27503 1.99799 -0.06959
H 1.26387 -5.51066 4.33169
H 1.54311 -5.64942 2.59813
H -0.10904 -5.64747 3.23316
H 1.84332 -3.28916 3.15311
H 0.38616 -3.26747 4.13450
H 0.00520 -3.96593 1.31094
H -1.41178 -2.20198 -1.67280
H -0.87053 -1.00230 -2.85454
H -2.59049 -1.12205 -2.44017
H -2.18830 1.13778 -3.18613
H -2.46127 3.59598 -3.35532
H -1.90546 5.01398 -1.35913
H -1.07375 3.89143 0.69575
C 1.42112 -1.99627 -4.95580
C 1.57283 -1.13877 -3.72966
C 1.23284 0.20539 -3.74054
C 1.38083 1.01426 -2.61456
C 0.99539 2.46246 -2.73493
C 1.88731 0.46870 -1.42064
Te 2.10697 1.70722 0.28794
C 2.24527 -0.89221 -1.40314
C 2.81743 -1.57560 -0.18818
C 2.08102 -1.66320 -2.54923
H 0.97591 -1.43364 -5.77662
H 0.78664 -2.86327 -4.75941
H 2.38736 -2.37395 -5.29652
H 0.84427 0.64538 -4.65424
H 0.52061 2.65180 -3.69965
H 1.86846 3.11130 -2.64163
H 0.31761 2.76119 -1.93817
H 3.24740 -0.86083 0.50989
H 3.58512 -2.29269 -0.48544
H 2.03671 -2.12541 0.33596
H 2.36857 -2.71028 -2.51499
C -2.05811 1.47429 4.56238
S -1.66175 2.78193 3.41001
C -1.34779 4.07265 4.60798
O -0.25318 2.49096 2.88300
H -3.02444 1.70787 5.00916
H -1.27682 1.41053 5.31803
H -2.11219 0.55180 3.98852
H -2.27030 4.28003 5.14900
H -1.03270 4.95821 4.06116
H -0.55959 3.74574 5.28394
*
```

max |F| = 0.44 eV/Å
highest occupied orbital energy (spin up / spin down) = -5.6 / -5.6 eV
E_LUMO (spin up / spin down) = -0.280 / -0.278 eV
ΔE to the lowest compared entry with this formula, charge and spin = 0.000 eV

No. 2
A 12-piece molecular cluster, C53H138N14O21 overall, computed with ωB97M-V with the def2-TZVPD basis set.

```
! RIJCOSX wB97M-V def2-TZVPD def2/J DEFGRID3
* xyz 0 1
C -21.93219 -8.94699 35.66053
O -21.45335 -10.20122 36.07193
C -20.58639 -10.84599 35.21762
C -19.33721 -10.01698 34.69031
N -18.37005 -9.89640 35.78272
C -17.59870 -8.61532 35.69970
C -16.77628 -8.33946 36.99800
O -17.62109 -8.17361 38.13147
C -16.93211 -7.99208 39.33281
H -22.31803 -8.45690 36.55442
H -22.73310 -8.98870 34.92237
H -21.16970 -8.24792 35.31699
H -21.12159 -11.24946 34.35804
H -20.29177 -11.76342 35.72716
H -19.70981 -9.05700 34.33294
H -18.79076 -10.39037 33.82424
H -18.79910 -9.92118 36.69672
H -18.25923 -7.79601 35.41594
H -17.01970 -8.65963 34.77726
H -16.15567 -7.46898 36.78537
H -16.04043 -9.14020 37.07176
H -16.15826 -7.23142 39.22956
H -16.44212 -8.91282 39.64945
H -17.69481 -7.70548 40.05686
C -24.31092 -11.25828 44.00509
O -23.90806 -11.31172 42.63955
C -24.21695 -10.18278 41.84494
C -23.49617 -10.29592 40.52701
N -22.03466 -9.98602 40.68710
C -21.36467 -10.11845 39.39380
C -19.87685 -10.07585 39.56182
O -19.43722 -11.41146 39.67354
C -18.03974 -11.67704 39.84271
H -23.59685 -11.68941 44.70676
H -25.34069 -11.47724 44.28744
H -24.11161 -10.20787 44.21729
H -23.96292 -9.21526 42.27790
H -25.27833 -10.14509 41.59964
H -23.82228 -9.50044 39.85697
H -23.61314 -11.32971 40.20189
H -21.55264 -10.49041 41.41741
H -21.74723 -9.35556 38.71575
H -21.74187 -11.01455 38.90103
H -19.59759 -9.35256 40.32796
H -19.44113 -9.78864 38.60487
H -17.34932 -11.31150 39.08258
H -17.89248 -12.75619 39.88563
H -17.69491 -11.33184 40.81741
C -23.09390 -4.88431 49.26697
O -23.24744 -5.28793 47.89711
C -22.16064 -4.93832 47.01237
C -22.23601 -5.70214 45.63160
N -22.09752 -7.12404 45.69231
C -22.35423 -7.82508 44.44687
C -21.18436 -7.56789 43.42686
O -21.42575 -6.39782 42.66469
C -22.19713 -6.45325 41.49611
H -23.12160 -3.80851 49.44013
H -22.08464 -5.22122 49.50359
H -23.79092 -5.29193 49.99916
H -21.16424 -5.02677 47.44533
H -22.29328 -3.86774 46.85630
H -21.43579 -5.28648 45.01925
H -23.14460 -5.31060 45.17414
H -22.77477 -7.53819 46.31674
H -23.23698 -7.56709 43.86182
H -22.53532 -8.87650 44.67008
H -20.89885 -8.37956 42.75771
H -20.27953 -7.38586 44.00673
H -23.16994 -6.93808 41.57787
H -21.58653 -6.83991 40.68018
H -22.58615 -5.50554 41.12379
C -30.84474 -7.58547 39.09526
O -29.53831 -7.30766 38.71735
C -28.75436 -6.95274 39.84985
C -27.37917 -6.63683 39.34795
N -26.72139 -7.83852 38.84577
C -25.27565 -7.65171 38.71230
C -24.84753 -6.68792 37.57817
O -25.35533 -7.20542 36.28867
C -24.90813 -6.35575 35.23588
H -30.99430 -8.36349 39.84387
H -31.31047 -7.91678 38.16713
H -31.33725 -6.66959 39.42190
H -28.63744 -7.82343 40.49508
H -29.11739 -6.05942 40.35808
H -26.81379 -6.09898 40.10897
H -27.59411 -5.95827 38.52244
H -27.08654 -8.04580 37.92718
H -24.89643 -8.65388 38.51247
H -24.83477 -7.25296 39.62593
H -23.76554 -6.72004 37.45023
H -25.18943 -5.69794 37.88007
H -23.91110 -6.52514 34.82927
H -25.02714 -5.28450 35.39820
H -25.45947 -6.35341 34.29561
C -31.52842 -2.15606 40.90983
O -30.19342 -1.90047 41.30915
C -29.21603 -2.63943 40.57666
C -27.90138 -2.31181 40.98856
N -26.80639 -3.18249 40.43362
C -25.57434 -2.78212 41.06697
C -24.37339 -3.37344 40.32629
O -24.51350 -2.96965 38.97956
C -23.43080 -3.36610 38.18041
H -31.82847 -3.20126 40.83474
H -31.67710 -1.65865 39.95141
H -32.11246 -1.56391 41.61436
H -29.29588 -2.47104 39.50271
H -29.32013 -3.69990 40.80611
H -27.93458 -2.41942 42.07273
H -27.68463 -1.25783 40.81467
H -26.84600 -3.05703 39.43222
H -25.59551 -3.22556 42.06247
H -25.48700 -1.71854 41.28893
H -24.45407 -4.45214 40.46051
H -23.49369 -2.91304 40.77601
H -23.35763 -4.44527 38.31506
H -22.50478 -2.81385 38.34042
H -23.48909 -3.20226 37.10437
C -14.90083 0.99762 37.85097
O -15.61161 0.19965 36.89714
C -15.74466 -1.14749 37.33034
C -16.58402 -2.08344 36.34467
N -17.90229 -1.57452 35.98427
C -18.50857 -2.58021 35.11903
C -20.07169 -2.43598 34.92765
O -20.49350 -3.33753 33.92732
C -21.90067 -3.25791 33.65502
H -14.52078 1.94777 37.47564
H -14.05280 0.53561 38.35642
H -15.61218 1.33277 38.60580
H -16.06754 -1.13133 38.37130
H -14.74072 -1.56823 37.27391
H -16.87503 -3.02052 36.81933
H -16.02536 -2.31794 35.43858
H -17.72233 -0.67355 35.56480
H -18.35882 -3.59386 35.49075
H -18.16063 -2.65311 34.08863
H -20.41098 -1.41127 34.77613
H -20.62683 -2.77661 35.80165
H -22.49568 -3.42396 34.55307
H -22.27655 -3.98711 32.93733
H -22.13990 -2.24708 33.32472
C -17.52113 -5.59221 42.30617
O -16.83267 -6.28854 43.30528
C -17.28781 -6.17133 44.68577
C -17.45684 -4.73972 45.14936
N -16.25724 -4.05717 45.47053
C -15.68394 -4.49877 46.77949
C -14.37438 -3.82137 47.16383
O -13.33831 -4.37340 46.31772
C -12.16335 -3.56720 46.22470
H -17.30321 -5.95188 41.30056
H -17.31406 -4.52223 42.28740
H -18.57230 -5.85993 42.41325
H -16.63647 -6.75459 45.33667
H -18.28190 -6.60412 44.79794
H -18.17539 -4.87028 45.95852
H -18.09370 -4.11059 44.52750
H -15.56337 -4.32287 44.78639
H -15.62419 -5.58148 46.89029
H -16.52320 -4.43528 47.47211
H -14.02536 -4.16457 48.13774
H -14.46154 -2.73771 47.08522
H -11.94831 -3.12613 47.19800
H -12.29511 -2.79133 45.47053
H -11.24149 -4.10078 45.99324
C -14.23359 -11.99644 31.40553
O -15.41414 -11.96982 30.69824
C -16.41410 -11.12594 31.27603
C -16.16123 -9.64510 30.99801
N -17.32248 -8.81611 31.34079
C -17.12447 -7.38490 31.03658
C -16.20284 -6.67264 31.99734
O -16.96542 -6.40301 33.21484
C -16.23743 -5.65721 34.15671
H -14.37666 -12.13738 32.47687
H -13.71778 -11.05161 31.23426
H -13.55526 -12.76157 31.02798
H -16.64117 -11.24794 32.33511
H -17.32119 -11.24921 30.68433
H -16.00045 -9.65759 29.92001
H -15.31101 -9.42542 31.64373
H -18.09269 -9.24705 30.84970
H -18.07445 -6.85048 31.03066
H -16.67003 -7.34549 30.04661
H -15.83084 -5.72476 31.60846
H -15.32412 -7.31146 32.08598
H -16.50448 -4.65277 33.82824
H -15.16345 -5.83774 34.20235
H -16.66427 -5.69210 35.15905
N -20.33154 -7.80084 32.04246
C -20.86771 -6.80692 32.72485
N -19.91391 -6.05016 33.22001
O -22.05518 -6.60457 32.88634
H -19.33057 -7.83773 31.91289
H -20.92992 -8.56368 31.75942
H -18.92989 -6.20848 33.05647
H -20.32564 -5.29281 33.74631
N -20.13168 -1.86148 41.88408
C -20.41909 -3.13167 41.70375
N -20.61557 -3.71178 42.85801
O -20.43963 -3.70097 40.66000
H -20.01251 -1.23183 41.10340
H -20.51487 -1.49865 42.74525
H -20.69807 -4.71824 42.83977
H -20.69115 -3.12301 43.67516
N -18.61865 0.80362 38.12927
C -19.51410 0.14563 38.75072
N -19.61182 -1.04457 38.30300
O -20.17739 0.64783 39.67548
H -17.99922 0.29147 37.51762
H -18.31786 1.63429 38.61877
H -20.29720 -1.71910 38.61183
H -19.03647 -1.28476 37.50841
O -21.29273 -5.20484 36.79037
C -20.73056 -5.70792 37.98553
C -19.32329 -5.18970 38.09462
O -18.48611 -5.80162 37.09677
H -20.66732 -5.33393 36.07357
H -21.34918 -5.45593 38.84688
H -20.68382 -6.79255 37.88818
H -18.95903 -5.51302 39.06975
H -19.27250 -4.11903 37.89664
H -18.24479 -6.70642 37.30817
*
```

max |F| = 6.00 eV/Å
highest occupied orbital energy = -8.3 eV
E_LUMO = 0.328 eV
SMILES = COCCNCCOC.COCCNCCOC.COCCNCCOC.COCCNCCOC.COCCNCCOC.COCCNCCOC.COCCNCCOC.COCCNCCOC.NC(N)=O.NC(N)=O.NC(N)=O.OCCO

No. 3
One molecule with the formula C2H11N5, computed with ωB97M-V with the def2-TZVPD basis set.

```
! RIJCOSX wB97M-V def2-TZVPD def2/J DEFGRID3
* xyz 0 1
C -0.33027 2.28941 0.53272
N -0.20061 1.62861 -0.75434
N 0.91460 0.78079 -0.78287
N 0.69631 -0.40264 -0.02692
N 1.80110 -1.25160 -0.06006
N -0.54576 -1.05633 -0.50285
C -1.28266 -1.64158 0.59998
H -0.46858 1.59310 1.36410
H -1.18165 2.96326 0.47860
H 0.57651 2.86746 0.71392
H -1.04226 1.02966 -0.90937
H 1.08412 0.55275 -1.77416
H 2.24763 -1.28618 -0.98170
H 2.47383 -0.95466 0.63775
H -0.29294 -1.77210 -1.18732
H -1.58225 -0.83630 1.26872
H -2.16844 -2.13686 0.20582
H -0.69869 -2.36679 1.17799
*
```

max |F| = 1.69 eV/Å
highest occupied orbital energy = -8.9 eV
E_LUMO = 1.186 eV
ΔE to the lowest compared entry with this formula, charge and spin = 3.993 eV
SMILES = CNNN(N)NC

No. 4
A 2-piece molecular cluster, C5H13OP overall, computed with ωB97M-V with the def2-TZVPD basis set.

```
! RIJCOSX wB97M-V def2-TZVPD def2/J DEFGRID3
* xyz 0 3
C 1.96160 -1.07835 0.11131
C 0.84526 0.56350 -1.38996
C 0.63342 -1.93264 -1.69542
C -1.07747 -1.32105 1.72217
C 1.27347 -0.80431 -0.95218
O -0.49953 1.05955 2.31773
P -1.85464 0.26244 2.02890
H 2.14902 -2.12593 0.35032
H -0.33707 1.30061 3.19389
H 2.20764 -0.27807 0.85213
H 1.71542 0.95574 -1.94859
H 0.71632 1.14913 -0.46516
H -0.02345 0.52435 -1.98447
H 0.80414 -2.89961 -1.30215
H -0.44667 -1.88476 -1.84277
H 1.05717 -1.96929 -2.76669
H -1.34024 -1.99126 2.54904
H -1.37766 -1.71831 0.85029
H 0.04102 -1.37153 1.79851
H -1.92033 0.45177 0.65216
*
```

max |F| = 12.86 eV/Å
highest occupied orbital energy (spin up / spin down) = -4.6 / -9.1 eV
E_LUMO (spin up / spin down) = 0.813 / -1.777 eV
expectation value of S² = 2.0058
ΔE to the lowest compared entry with this formula, charge and spin = 0.782 eV